Here is an isolated molecule of C3H5N3O at a distorted geometry from the OMol25 dataset. Energies are from ωB97M-V/def2-TZVPD.

Computed properties:
**SMILES string**: N#C[C@H](N)C(N)=O
**Relative energy (zero: lowest compared OMol25 entry of this formula, charge and spin)**: 143.96 kJ/mol
**Electronic energy**: -356.80254 Eh
**Highest occupied orbital energy**: -10.29 eV

Structure (ORCA input):
```
! wB97M-V def2-TZVPD RIJCOSX def2/J DEFGRID3
* xyz 0 1
C 0.925 -1.528 0.210
C -0.530 0.304 -0.642
C 0.172 -0.310 0.612
N 1.495 -2.443 -0.152
N 0.194 0.088 -1.727
N -0.875 -0.660 1.732
O -1.551 0.931 -0.714
H 0.754 0.574 1.146
H 1.056 -0.421 -1.812
H -0.086 0.546 -2.627
H -1.701 -0.158 1.570
H -1.313 -1.594 1.596
*
```

Here is an isolated molecule of C3H5N3O at a distorted geometry from the OMol25 dataset. Energies are from ωB97M-V/def2-TZVPD.

Computed properties:
**SMILES string**: [H]/N=C1/NN=CCO1
**Relative energy (zero: lowest compared OMol25 entry of this formula, charge and spin)**: 277.27 kJ/mol
**Electronic energy**: -356.75177 Eh
**Highest occupied orbital energy**: -9.04 eV

Structure (ORCA input):
```
! wB97M-V def2-TZVPD RIJCOSX def2/J DEFGRID3
* xyz 0 1
C -1.208 -0.197 -0.035
C 1.503 -0.277 -0.083
C 0.824 0.989 0.088
H -2.741 0.728 0.052
H -0.898 -2.132 0.276
H 2.595 -0.220 -0.354
H 0.998 1.419 1.041
H 1.317 1.782 -0.606
N -2.467 -0.346 -0.115
N -0.355 -1.335 0.058
N 1.005 -1.420 -0.149
O -0.575 1.008 -0.173
*
```

Here is an isolated molecule of C3H5N3O from the OMol25 dataset. Energies are from ωB97M-V/def2-TZVPD.

Computed properties:
**SMILES string**: Nc1c[nH]c(=O)[nH]1
**Relative energy (zero: lowest compared OMol25 entry of this formula, charge and spin)**: 23.37 kJ/mol
**Electronic energy**: -356.84847 Eh
**Highest occupied orbital energy**: -7.72 eV

Structure (ORCA input):
```
! wB97M-V def2-TZVPD RIJCOSX def2/J DEFGRID3
* xyz 0 1
N -1.013 -1.382 -1.164
C -0.290 -0.510 -0.342
C 0.767 -0.693 0.470
N 1.068 0.561 1.037
C 0.187 1.524 0.602
O 0.133 2.699 0.909
N -0.651 0.839 -0.294
H -1.070 -1.029 -2.115
H -0.576 -2.296 -1.187
H 1.354 -1.577 0.667
H 1.705 0.741 1.795
H -1.615 1.124 -0.379
*
```

Here is a cluster of 2 separate species, C3H5N3O in total at a distorted geometry from the OMol25 dataset. Energies are from ωB97M-V/def2-TZVPD.

Computed properties:
**SMILES string**: N#CCO.N=C=N
**Relative energy (zero: lowest compared OMol25 entry of this formula, charge and spin)**: 200.61 kJ/mol
**Electronic energy**: -356.78097 Eh
**Highest occupied orbital energy**: -10.56 eV

Structure (ORCA input):
```
! wB97M-V def2-TZVPD RIJCOSX def2/J DEFGRID3
* xyz 0 1
O 1.034 -2.535 0.932
C 0.823 -1.191 0.591
C -0.345 -1.017 -0.304
N -1.244 -0.906 -1.023
N -2.000 2.058 -0.589
C -0.833 2.060 -0.235
N 0.292 2.076 0.268
H 1.246 -3.028 0.129
H 1.692 -0.726 0.105
H 0.634 -0.640 1.514
H -2.306 1.266 -1.149
H 1.008 2.584 -0.240
*
```

Here is an isolated molecule of C3H5N3O at a distorted geometry from the OMol25 dataset. Energies are from ωB97M-V/def2-TZVPD.

Computed properties:
**SMILES string**: [H]/N=c1\cc[nH]n1O
**Relative energy (zero: lowest compared OMol25 entry of this formula, charge and spin)**: 542.39 kJ/mol
**Electronic energy**: -356.65079 Eh
**Highest occupied orbital energy**: -8.48 eV

Structure (ORCA input):
```
! wB97M-V def2-TZVPD RIJCOSX def2/J DEFGRID3
* xyz 0 1
C -1.486 0.546 0.233
C -0.364 0.944 0.865
C 0.797 0.108 0.536
H 1.664 -1.110 -1.012
H -1.945 -1.334 -0.644
H -2.521 0.731 -0.079
H -0.320 2.043 1.243
H 2.638 0.830 0.686
N 0.005 -0.948 -0.177
N -1.200 -0.563 -0.545
N 2.101 0.061 0.359
O 0.630 -1.309 -1.463
*
```

Here is a structure of composition C3H5N3O from the OMol25 dataset. Energies are from ωB97M-V/def2-TZVPD.

Computed properties:
**Relative energy (zero: lowest compared OMol25 entry of this formula, charge and spin)**: 254.07 kJ/mol
**Electronic energy**: -356.76061 Eh
**Highest occupied orbital energy**: -8.80 eV

Structure (ORCA input):
```
! wB97M-V def2-TZVPD RIJCOSX def2/J DEFGRID3
* xyz 0 1
N 1.370 0.609 1.623
C 0.364 0.260 0.707
N 0.265 0.750 -0.553
C -0.567 -0.097 -1.154
O -0.974 0.069 -2.421
C -0.977 -1.123 -0.298
N -0.375 -0.935 0.898
H 1.872 1.423 1.289
H 2.015 -0.157 1.775
H -0.525 0.858 -2.757
H -1.716 -1.895 -0.453
H -0.751 0.240 1.344
*
```

Here is an isolated molecule of C3H5N3O from the OMol25 dataset. Energies are from ωB97M-V/def2-TZVPD.

Computed properties:
**SMILES string**: Nc1conc1N
**Relative energy (zero: lowest compared OMol25 entry of this formula, charge and spin)**: 208.83 kJ/mol
**Electronic energy**: -356.77784 Eh
**Highest occupied orbital energy**: -8.63 eV

Structure (ORCA input):
```
! wB97M-V def2-TZVPD RIJCOSX def2/J DEFGRID3
* xyz 0 1
N 0.791 -1.257 0.956
C 0.098 -0.633 -0.092
C -0.414 -1.108 -1.253
O -0.996 -0.107 -1.948
N -0.840 1.072 -1.263
C -0.203 0.763 -0.165
N 0.080 1.689 0.844
H 0.865 -0.626 1.746
H 0.339 -2.106 1.272
H -0.464 -2.089 -1.706
H 1.078 1.812 0.982
H -0.333 2.590 0.627
*
```

Here is a cluster of 2 separate species, C3H5N3O in total at a distorted geometry from the OMol25 dataset. Energies are from ωB97M-V/def2-TZVPD.

Computed properties:
**Relative energy (zero: lowest compared OMol25 entry of this formula, charge and spin)**: 631.73 kJ/mol
**Electronic energy**: -356.61676 Eh
**Highest occupied orbital energy**: -7.94 eV

Structure (ORCA input):
```
! wB97M-V def2-TZVPD RIJCOSX def2/J DEFGRID3
* xyz 0 1
C 1.428 -1.103 1.771
C -0.512 0.683 0.272
C 0.084 -1.198 1.306
N 1.250 -1.748 0.696
N -0.769 1.124 -2.130
N -0.766 0.266 -0.959
O -0.274 1.743 0.762
H 2.113 -0.609 2.397
H -0.722 -1.726 1.585
H 0.182 1.347 -2.314
H -1.424 2.001 -2.094
H -0.590 -0.780 -1.290
*
```

Here is an isolated molecule of C3H5N3O from the OMol25 dataset. Energies are from ωB97M-V/def2-TZVPD.

Computed properties:
**SMILES string**: N/C(=N/[O-])C1=C[NH2+]1
**Relative energy (zero: lowest compared OMol25 entry of this formula, charge and spin)**: 635.82 kJ/mol
**Electronic energy**: -356.61520 Eh
**Highest occupied orbital energy**: -7.65 eV

Structure (ORCA input):
```
! wB97M-V def2-TZVPD RIJCOSX def2/J DEFGRID3
* xyz 0 1
N -1.009 0.750 -1.128
C -0.106 0.540 0.050
C -0.616 1.738 -0.080
O 1.212 0.672 2.226
N 1.278 -0.443 1.682
C 0.583 -0.566 0.510
N 0.557 -1.785 -0.229
H -1.901 0.258 -1.108
H -0.597 0.797 -2.057
H -1.069 2.647 0.265
H 1.502 -2.075 -0.468
H 0.165 -2.532 0.337
*
```

Here is an isolated molecule of C3H5N3O from the OMol25 dataset. Energies are from ωB97M-V/def2-TZVPD.

Computed properties:
**SMILES string**: OCc1nc[nH]n1
**Relative energy (zero: lowest compared OMol25 entry of this formula, charge and spin)**: 117.01 kJ/mol
**Electronic energy**: -356.81281 Eh
**Highest occupied orbital energy**: -9.94 eV

Structure (ORCA input):
```
! wB97M-V def2-TZVPD RIJCOSX def2/J DEFGRID3
* xyz 0 1
O -2.336 1.072 -0.190
C -1.626 -0.068 0.212
C -0.123 -0.019 0.093
N 0.610 0.911 -0.486
N 1.863 0.423 -0.317
C 1.823 -0.748 0.339
N 0.582 -1.065 0.616
H -2.349 1.099 -1.154
H -1.958 -0.974 -0.319
H -1.854 -0.229 1.269
H 2.669 0.927 -0.654
H 2.699 -1.330 0.591
*
```

Here is an isolated molecule of C3H5N3O from the OMol25 dataset. Energies are from ωB97M-V/def2-TZVPD.

Computed properties:
**SMILES string**: Nc1nc(O)c[nH]1
**Relative energy (zero: lowest compared OMol25 entry of this formula, charge and spin)**: 62.61 kJ/mol
**Electronic energy**: -356.83353 Eh
**Highest occupied orbital energy**: -7.71 eV

Structure (ORCA input):
```
! wB97M-V def2-TZVPD RIJCOSX def2/J DEFGRID3
* xyz 0 1
N -1.908 -0.672 0.953
C -0.695 -0.280 0.384
N 0.413 -0.989 0.361
C 1.319 -0.188 -0.290
O 2.572 -0.584 -0.624
C 0.790 1.016 -0.627
N -0.533 0.937 -0.203
H -2.216 -1.593 0.667
H -2.642 0.006 0.808
H 2.907 -1.185 0.051
H 1.215 1.879 -1.110
H -1.222 1.653 -0.369
*
```

Here is an isolated molecule of C3H5N3O at a distorted geometry from the OMol25 dataset. Energies are from ωB97M-V/def2-TZVPD.

Computed properties:
**SMILES string**: [H]/N=N\N=C(/C)C=O
**Relative energy (zero: lowest compared OMol25 entry of this formula, charge and spin)**: 433.80 kJ/mol
**Electronic energy**: -356.69215 Eh
**Highest occupied orbital energy**: -9.53 eV

Structure (ORCA input):
```
! wB97M-V def2-TZVPD RIJCOSX def2/J DEFGRID3
* xyz 0 1
C 0.587 1.435 -0.045
C 0.379 -0.051 -0.141
C 1.443 -0.939 0.429
N -0.683 -0.608 -0.544
N -2.266 -0.159 -0.888
N -2.901 -0.967 -0.317
O 2.425 -0.525 0.992
H -2.176 -1.581 0.237
H 1.238 -2.021 0.334
H -0.084 1.963 -0.720
H 1.614 1.681 -0.316
H 0.422 1.771 0.980
*
```